Density functional theory data (ωB97M-V/def2-TZVPD) for a cluster of 5 separate species, C2H14N2O5 in total.

```
23
Properties=species:S:1:pos:R:3:forces:R:3
O -1.038 1.060 0.878 -1.0 -0.4 -0.7
O 0.120 -2.111 1.709 -1.6 0.2 0.2
O -2.770 -0.038 -1.380 -0.7 -0.3 -0.6
O 0.293 -2.532 -1.490 0.2 0.2 -0.5
O -0.416 -0.152 -2.565 0.6 0.7 0.1
N 0.626 1.278 2.484 1.9 -0.9 -2.7
N 2.305 0.758 0.140 0.7 2.1 1.6
C 1.153 1.710 0.152 2.6 0.4 1.0
C 0.122 1.220 1.142 0.4 1.7 3.0
H 1.552 2.782 0.415 -1.0 -2.1 -0.2
H 0.920 -2.434 -2.233 -0.3 -0.2 0.6
H -0.828 -2.203 1.441 1.2 0.2 0.4
H -0.426 0.494 -1.841 0.3 -0.2 -0.2
H 3.213 1.241 0.086 -0.8 -0.3 0.0
H -0.323 -1.800 -1.696 0.4 -0.2 0.1
H 1.504 0.717 2.462 -0.7 0.9 0.5
H -3.231 -0.848 -1.131 0.1 0.3 0.1
H 0.096 1.177 3.318 -1.0 -0.6 0.0
H -2.290 0.283 -0.619 0.2 0.1 0.8
H -1.346 -0.129 -2.787 -0.6 -0.2 -0.2
H 0.743 1.761 -0.807 -1.0 0.3 -1.5
H 0.581 -2.564 1.012 0.4 -0.3 -0.7
H 2.264 0.117 -0.595 -0.3 -1.1 -1.3
```
Forces are in eV/Å.

Here are the Löwdin charges for atoms 1 to 8, given in e: 0.063, -0.072, -0.047, -0.092, -0.065, 0.133, 0.021, -0.171

---

Density functional theory data (ωB97M-V/def2-TZVPD) for an isolated molecule of C16H17N3O4S2.

```
42
Properties=species:S:1:pos:R:3:forces:R:3
S 3.999 -0.306 -0.882 -0.3 0.1 0.4
S -4.696 1.867 0.247 -0.6 -0.3 0.1
O -2.199 2.202 -0.042 0.4 0.0 -0.1
O 4.628 0.754 -1.621 -0.2 0.1 0.2
O -3.504 -2.494 -0.007 0.3 -0.2 0.0
O 4.132 -1.650 -1.364 -0.1 -0.1 0.2
N -5.675 -3.021 0.201 -0.2 -0.3 0.0
N 4.439 -0.282 0.738 -0.3 -0.2 -1.1
N -2.736 0.027 -0.042 0.3 -0.3 0.0
C 0.060 -0.649 -0.105 0.0 0.2 -0.1
C -0.413 0.648 -0.313 0.5 0.1 -0.1
C -5.040 -0.710 0.209 0.4 0.4 0.0
C 0.470 1.652 -0.710 -0.2 -0.1 0.1
C -4.069 0.272 0.125 -0.4 0.1 0.1
C 6.243 0.771 1.921 0.0 -0.1 -0.1
C 4.894 1.016 1.227 -0.2 0.9 0.2
C 1.401 -0.927 -0.298 0.0 -0.2 0.0
C -6.328 -0.132 0.379 0.0 0.1 0.0
C 1.808 1.368 -0.908 0.1 0.0 -0.1
C 5.381 -1.303 1.172 0.4 -0.6 0.0
C -6.293 1.220 0.417 0.2 0.0 0.0
C -1.834 1.040 -0.120 -0.1 -0.1 0.0
C 6.706 -0.561 1.332 -0.2 0.0 0.1
C -4.670 -2.124 0.124 -0.2 0.1 0.0
C 2.259 0.079 -0.701 0.4 0.0 -0.1
H -6.634 -2.746 0.294 0.0 0.0 0.0
H 5.002 1.687 0.372 0.0 0.1 0.2
H 6.097 0.670 2.998 0.0 0.0 0.0
H 2.508 2.123 -1.230 0.0 0.1 0.0
H 5.402 -2.100 0.432 0.1 -0.1 0.2
H 4.146 1.429 1.910 0.1 0.1 0.0
H 7.158 -0.405 0.352 0.0 0.0 0.0
H -7.121 1.889 0.537 -0.2 0.1 0.0
H -5.448 -3.999 0.137 0.0 0.1 0.0
H 6.945 1.580 1.738 0.0 0.1 0.1
H 0.080 2.648 -0.858 0.0 0.1 0.0
H 5.039 -1.704 2.132 0.1 0.0 -0.1
H -0.599 -1.440 0.218 0.0 -0.1 0.0
H -2.530 -0.978 -0.118 0.0 0.3 0.0
H 1.799 -1.918 -0.153 -0.1 -0.2 0.1
H 7.409 -1.089 1.973 0.1 0.0 0.0
H -7.240 -0.696 0.471 -0.2 -0.1 0.0
```
Forces are in eV/Å.

Here are the Löwdin charges for atoms 1 to 8, given in e: 0.682, 1.130, -0.010, -0.291, 0.027, -0.283, 0.181, -0.225

---

Density functional theory data (ωB97M-V/def2-TZVPD) for a structure of composition C35H40N4O3S2V.

```
85
Properties=species:S:1:pos:R:3:forces:R:3
V 1.229 1.559 -0.385 -0.6 -0.1 0.2
S 0.925 0.023 -2.254 0.1 0.2 0.0
S 0.190 -1.016 1.065 -0.1 -0.1 0.0
O 0.804 0.434 1.060 0.1 0.2 -0.2
O -0.217 2.653 -0.443 0.4 -0.4 -0.2
O 2.957 1.392 -0.541 -0.1 0.0 -0.1
N -0.314 -2.210 -2.962 0.0 0.0 0.0
N -1.697 -0.424 -2.671 -0.1 0.0 0.0
N 0.696 4.061 1.071 -0.2 0.1 0.0
N 1.737 3.194 0.785 0.2 0.0 0.0
C -2.054 -1.583 2.421 0.0 0.0 0.0
C -1.577 5.803 0.826 0.0 0.0 0.0
C -0.792 -1.012 2.521 0.0 0.0 0.0
C -4.523 0.633 -1.676 0.0 0.0 0.0
C -2.864 -1.608 3.547 0.0 0.0 0.0
C -0.323 -0.446 3.703 0.1 0.0 0.0
C 0.910 -4.030 -1.805 0.0 0.0 0.0
C 1.496 -2.999 2.479 0.0 0.0 0.0
C 0.913 -3.012 -2.939 0.1 0.0 0.0
C 2.583 -3.835 2.695 0.0 0.0 0.0
C 4.131 1.838 -0.034 0.1 0.0 0.0
C 1.584 -2.032 1.487 0.0 0.0 0.0
C 2.900 3.584 1.190 -0.1 -0.1 0.0
C -2.065 0.974 -2.436 0.0 0.0 -0.1
C 3.803 -2.728 0.936 0.0 0.0 0.0
C 5.308 1.216 -0.411 0.0 0.0 0.1
C -0.271 -5.001 -1.831 0.0 0.0 0.0
C -0.479 -0.937 -2.621 0.0 0.0 0.1
C 4.122 2.909 0.867 0.1 -0.1 -0.1
C 3.731 -3.698 1.930 0.0 0.0 0.0
C -3.917 5.967 0.309 0.0 0.0 0.0
C -1.148 -0.464 4.811 0.0 0.0 0.0
C -1.567 4.498 0.330 0.0 0.1 0.1
C -0.372 -5.814 -3.117 0.0 0.0 0.0
C 6.501 1.673 0.127 0.0 0.0 0.0
C 2.724 -1.896 0.698 0.0 0.1 0.0
C 5.343 3.352 1.391 0.0 0.0 0.0
C -4.592 -0.890 -1.584 0.0 0.0 0.0
C 6.522 2.734 1.028 0.0 0.0 0.0
C -2.737 3.933 -0.171 0.1 0.0 0.0
C -2.752 6.533 0.810 0.0 0.0 0.0
C -0.317 3.742 0.354 0.0 0.1 0.1
C -3.910 4.666 -0.178 0.0 0.0 0.0
C -3.546 1.203 -2.705 0.0 0.0 0.0
C -2.410 -1.048 4.733 0.0 0.0 0.0
H 5.353 4.187 2.080 0.0 0.0 0.0
H 5.283 0.401 -1.122 0.0 0.0 0.0
H -4.833 6.542 0.297 0.0 0.0 0.0
H -5.431 -1.199 -0.963 0.0 0.0 0.0
H 1.760 -2.336 -2.861 0.0 0.0 0.0
H 4.700 -2.626 0.341 0.0 0.0 0.0
H -5.516 1.009 -1.930 0.0 0.0 0.0
H 0.568 -6.325 -3.333 0.0 0.0 0.0
H -4.821 4.226 -0.561 0.0 0.0 0.0
H -4.746 -1.342 -2.569 0.0 0.0 0.0
H -1.811 1.233 -1.411 0.0 0.0 0.1
H -0.615 -5.196 -3.985 0.0 0.0 0.0
H -0.175 -5.677 -0.980 0.0 0.0 0.0
H 0.601 -3.108 3.076 0.0 0.0 0.0
H -0.665 6.238 1.210 0.0 0.0 0.0
H -1.205 -4.454 -1.659 0.0 0.0 0.0
H -1.149 -6.572 -3.039 0.0 0.0 0.0
H -2.395 -2.004 1.483 0.0 0.0 0.0
H -3.045 -1.062 5.608 0.0 0.0 0.0
H 1.847 -4.590 -1.869 0.0 0.0 0.0
H -4.293 1.042 -0.687 0.0 0.0 0.0
H -3.789 0.828 -3.706 0.0 0.0 0.0
H 7.430 1.203 -0.166 0.0 0.0 0.0
H -2.446 -1.031 -2.974 0.0 0.0 0.0
H -0.812 -0.029 5.742 0.0 0.0 0.0
H -2.761 7.547 1.186 0.0 0.0 0.0
H -1.462 1.603 -3.094 0.0 0.0 0.0
H 0.931 -3.498 -0.850 0.0 0.0 0.0
H -2.728 2.917 -0.539 0.0 0.0 0.0
H 0.664 -0.003 3.746 0.0 0.0 0.0
H 7.461 3.079 1.435 0.0 0.0 0.0
H 2.529 -4.590 3.467 0.0 0.0 0.0
H 4.575 -4.351 2.106 0.0 0.0 0.0
H 0.984 -3.509 -3.906 0.0 0.0 0.0
H -3.693 -1.322 -1.137 0.0 0.0 0.0
H 2.770 -1.148 -0.085 0.0 0.0 0.0
H -3.846 -2.056 3.496 0.0 0.0 0.0
H -3.688 2.284 -2.757 0.0 0.0 0.0
H 2.942 4.500 1.772 0.0 0.0 0.0
H -1.140 -2.702 -3.274 0.0 0.0 0.0
```
Forces are in eV/Å.

Expectation value of S²: 0.765
Charge: +2
Spin multiplicity: 2

Here are the Löwdin charges for atoms 1 to 8, given in e: 0.934, 0.787, 1.134, -0.559, -0.179, -0.215, 0.041, 0.042

---

Density functional theory data (ωB97M-V/def2-TZVPD) for a structure of composition C4H7N2S.

```
14
Properties=species:S:1:pos:R:3:forces:R:3
S -0.708 2.193 1.307 -0.3 1.9 1.3
N 0.537 0.298 -0.115 -1.1 -0.9 -0.6
N 2.801 0.155 -0.623 1.9 -1.1 -0.2
C -2.569 -1.116 -0.403 -0.4 0.2 1.2
C -2.107 -0.443 0.640 1.5 2.3 0.6
C -0.600 0.810 0.533 -1.6 -5.1 -2.2
C 1.763 0.741 0.020 1.4 -0.8 0.0
H 3.727 0.232 -0.147 -1.2 0.3 -0.7
H -2.560 -0.361 1.675 0.8 -0.1 -1.5
H -2.157 -1.102 -1.407 -0.2 0.0 0.2
H -3.494 -1.703 -0.158 1.0 0.3 -0.6
H 2.848 -0.679 -1.292 -1.0 1.8 1.4
H 0.487 -0.521 -0.799 -0.6 1.4 1.5
H 2.033 1.496 0.767 -0.4 -0.2 -0.4
```
Forces are in eV/Å.

Expectation value of S²: 2.021
Charge: +1
Spin multiplicity: 3

Here are the Löwdin charges for atoms 1 to 8, given in e: 0.908, -0.002, 0.110, -0.014, -0.032, -0.704, -0.187, 0.138

---

Calculated F_max, 0.0672, 0.0221, 0.0119, 0.1125 Eh/bohr (same order as the records).
Calculated calculated total energy, -570.31247, -1881.54985, -3542.40479, -663.88326 hartree (same order as the records).